Density functional theory data (ωB97M-V/def2-TZVPD) for 2 unconnected molecules or ions with the total composition C3H2BrN.

XYZ file:
```
7
Properties=species:S:1:pos:R:3:forces:R:3
C -2.015 -0.546 -0.183 1.66 -0.54 -0.61
C 1.050 0.699 0.308 -1.67 -0.11 0.34
C 0.543 -0.449 -0.095 0.80 0.64 0.59
N -3.101 -0.235 -0.016 -2.00 0.61 0.41
Br 1.246 -1.828 -0.963 0.41 -1.28 -0.80
H 1.970 1.171 0.011 0.16 0.11 -0.18
H 0.306 1.188 0.939 0.64 0.56 0.25
```
Positions in Å, forces in eV/Å.

Results
E_LUMO (alpha / beta) = 0.67 / -4.33 eV
Multiplicity = 3
<S²> = 2.014
HOMO (alpha / beta) = -9.19 / -10.07 eV

Let us look at the Mulliken charges, expressed in e, one per atom: C 0.12; C -0.23; C -0.17; N -0.25; Br 0.00; H 0.30; H 0.22

Density functional theory data (ωB97M-V/def2-TZVPD) for C3H2Cl2 in the gas phase.

XYZ file:
```
7
Properties=species:S:1:pos:R:3:forces:R:3
C -0.706 0.498 -0.475 1.44 -0.81 0.22
C 0.483 -0.015 -0.714 -1.35 0.48 1.07
C 0.066 0.015 0.688 -0.26 -1.18 -0.09
Cl 1.703 -0.415 -1.770 0.19 -0.11 -0.22
Cl -0.427 -1.650 1.594 0.35 1.37 -0.91
H -1.610 0.953 -0.797 -0.39 0.17 -0.16
H 0.491 0.615 1.475 0.03 0.08 0.09
```
Positions in Å, forces in eV/Å.

Results
SMILES = ClC1=C[C@H]1Cl
E_LUMO = 0.74 eV
Relative energy (zero: lowest compared OMol25 entry of this formula, charge and spin) = 0.3866 eV
HOMO = -10.11 eV

Let us look at the Mulliken charges, expressed in e, one per atom: C -0.07; C 0.01; C -0.19; Cl -0.13; Cl -0.28; H 0.36; H 0.30

Density functional theory data (ωB97M-V/def2-TZVPD) for C3H2Cl2F2 in the gas phase.

XYZ file:
```
9
Properties=species:S:1:pos:R:3:forces:R:3
C -0.110 0.693 0.350 2.13 -2.91 -2.58
C -1.326 0.177 0.293 2.47 -0.39 -2.23
C 1.097 -0.125 -0.474 -3.73 -0.51 2.13
F -2.272 0.682 0.963 -2.70 0.71 1.63
F 2.247 0.497 -0.589 0.57 0.96 -0.39
Cl -1.774 -1.085 -0.805 -0.34 0.18 0.37
Cl 1.358 -1.602 0.524 0.46 -0.29 0.31
H 0.091 1.371 1.119 0.63 1.13 0.77
H 0.690 -0.609 -1.380 0.51 1.12 0.00
```
Positions in Å, forces in eV/Å.

Results
SMILES = F/C(Cl)=C/[C@@H](F)Cl
E_LUMO = 0.66 eV
Relative energy (zero: lowest compared OMol25 entry of this formula, charge and spin) = 0.7631 eV
HOMO = -9.93 eV

Let us look at the Mulliken charges, expressed in e, one per atom: C -0.45; C 0.52; C 0.04; F -0.20; F -0.22; Cl -0.15; Cl -0.15; H 0.34; H 0.29

Density functional theory data (ωB97M-V/def2-TZVPD) for 2 unconnected molecules or ions with the total composition C3H2Cl2N2.

XYZ file:
```
9
Properties=species:S:1:pos:R:3:forces:R:3
C 1.688 0.111 -0.943 0.53 -0.60 0.34
C 2.394 -0.707 -0.425 -0.22 0.30 -0.17
C -2.668 -0.068 0.437 -0.12 -0.04 0.18
N -0.773 1.347 0.549 1.12 1.25 -0.68
N -1.596 0.455 0.449 -0.98 -0.22 0.70
Cl 3.371 -1.809 0.287 0.10 -0.14 0.07
Cl -3.384 -1.381 -0.269 -0.01 -0.45 -0.33
H 1.057 0.829 -1.373 -0.36 0.42 -0.25
H -0.089 1.222 1.290 -0.07 -0.52 0.14
```
Positions in Å, forces in eV/Å.

Results
E_LUMO = 0.04 eV
Relative energy (zero: lowest compared OMol25 entry of this formula, charge and spin) = 5.8587 eV
HOMO = -8.90 eV

Let us look at the Mulliken charges, expressed in e, one per atom: C -0.40; C 0.12; C 0.19; N -0.85; N 0.46; Cl -0.17; Cl -0.06; H 0.45; H 0.26

Density functional theory data (ωB97M-V/def2-TZVPD) for 2 unconnected molecules or ions with the total composition C3H2Cl2N2O.

XYZ file:
```
10
Properties=species:S:1:pos:R:3:forces:R:3
C -1.199 0.166 0.921 -0.06 1.56 3.02
C 1.753 0.181 -0.237 0.27 0.10 -0.97
C -1.244 0.139 -0.372 -0.58 1.35 0.68
N -1.237 -0.092 2.145 3.11 -0.53 0.84
N 1.692 -0.367 -1.308 0.01 -0.33 -0.43
O 1.966 0.940 0.623 -0.25 -0.36 0.49
Cl -1.390 1.453 -1.439 0.13 1.14 -0.93
Cl 1.168 -1.658 -2.227 0.14 0.57 0.90
H -1.219 -0.764 -0.776 -0.14 -3.67 -2.99
H -0.290 0.002 2.670 -2.63 0.18 -0.61
```
Positions in Å, forces in eV/Å.

Results
E_LUMO (alpha / beta) = -0.16 / -2.65 eV
Multiplicity = 3
<S²> = 2.015
HOMO (alpha / beta) = -5.76 / -10.80 eV

Let us look at the Mulliken charges, expressed in e, one per atom: C 0.53; C 0.60; C -0.77; N -0.55; N -0.24; O -0.40; Cl -0.06; Cl 0.04; H 0.54; H 0.31

Density functional theory data (ωB97M-V/def2-TZVPD) for C3H2Cl2O in the gas phase.

XYZ file:
```
8
Properties=species:S:1:pos:R:3:forces:R:3
C 0.000 -1.007 0.000 0.00 3.01 0.00
C 0.581 0.250 -0.500 -1.48 0.40 1.00
C -0.581 0.250 0.500 1.48 0.40 -1.00
O 0.000 -2.190 0.000 0.00 -3.82 0.00
Cl 2.162 0.796 0.053 0.50 0.01 0.09
Cl -2.162 0.796 -0.053 -0.50 0.01 -0.09
H 0.385 0.552 -1.521 0.03 0.00 -0.15
H -0.385 0.552 1.521 -0.03 0.00 0.15
```
Positions in Å, forces in eV/Å.

Results
E_LUMO (alpha / beta) = 0.80 / -3.14 eV
Relative energy (zero: lowest compared OMol25 entry of this formula, charge and spin) = 0.4517 eV
Multiplicity = 3
<S²> = 2.010
HOMO (alpha / beta) = -7.15 / -10.76 eV

Let us look at the Mulliken charges, expressed in e, one per atom: C 0.24; C -0.12; C -0.12; O -0.34; Cl -0.17; Cl -0.17; H 0.33; H 0.33

Density functional theory data (ωB97M-V/def2-TZVPD) for a molecular structure, C3H2Cl2OS3Zr.

XYZ file:
```
12
Properties=species:S:1:pos:R:3:forces:R:3
Zr 0.208 -1.768 -0.326 -1.08 1.18 -0.67
S 3.089 -1.740 2.523 -0.13 -0.02 -0.08
C 1.995 -2.005 1.400 0.12 -0.09 -0.01
S 2.445 -2.186 -0.366 0.72 -0.26 0.02
S 0.204 -2.224 1.869 0.15 -0.15 0.89
O -3.620 -2.021 -0.647 0.01 0.05 0.10
C -2.513 -1.980 -0.539 0.24 -0.18 -0.24
Cl -1.885 3.612 -0.865 0.11 0.00 0.00
C -0.323 3.250 -0.835 -0.08 0.23 -0.01
Cl -0.016 0.661 -0.550 -0.04 -0.78 0.01
H 0.212 3.302 0.108 -0.01 0.02 0.00
H 0.202 3.099 -1.772 -0.01 0.01 -0.01
```
Positions in Å, forces in eV/Å.

Results
E_LUMO = -10.06 eV
Relative energy (zero: lowest compared OMol25 entry of this formula, charge and spin) = 0.2454 eV
Total charge = +2
HOMO = -15.73 eV

Let us look at the Mulliken charges, expressed in e, one per atom: Zr 1.01; S 0.00; C 0.48; S -0.14; S -0.12; O 0.07; C 0.10; Cl 0.22; C -0.19; Cl -0.25; H 0.41; H 0.41

Density functional theory data (ωB97M-V/def2-TZVPD) for 2 unconnected molecules or ions with the total composition C3H2Cl3N3.

XYZ file:
```
11
Properties=species:S:1:pos:R:3:forces:R:3
C 1.507 0.177 1.480 -0.05 -0.35 -0.91
C -1.816 -0.200 -1.226 -0.11 -0.48 -0.79
C 2.138 0.232 0.315 1.09 0.83 1.49
N 0.805 -0.069 2.455 0.88 -0.31 -0.74
N -2.192 0.244 -0.184 -0.93 1.03 3.63
N -1.422 -0.267 -2.342 0.60 -0.62 -2.66
Cl 3.699 1.017 0.047 -0.88 -0.16 0.48
Cl 1.522 -0.533 -1.049 -0.40 -0.70 -0.69
Cl -3.467 -0.244 0.850 0.57 -0.07 -0.84
H -0.023 0.498 2.474 -0.52 0.67 0.43
H -0.751 -0.855 -2.822 -0.26 0.15 0.61
```
Positions in Å, forces in eV/Å.

Results
SMILES = N=C=C(Cl)Cl.N=C=NCl
E_LUMO = 0.09 eV
Relative energy (zero: lowest compared OMol25 entry of this formula, charge and spin) = 1.6664 eV
HOMO = -9.06 eV

Let us look at the Mulliken charges, expressed in e, one per atom: C 0.30; C 0.45; C 0.17; N -0.45; N -0.27; N -0.42; Cl -0.17; Cl -0.17; Cl -0.03; H 0.31; H 0.29

Density functional theory data (ωB97M-V/def2-TZVPD) for C3H2ClFN2 in the gas phase.

XYZ file:
```
9
Properties=species:S:1:pos:R:3:forces:R:3
C 0.259 -0.834 0.032 0.28 3.39 -0.59
C 2.169 0.605 0.473 2.63 2.20 1.11
C -1.288 1.023 0.096 0.76 -1.63 -0.37
N 1.279 -0.082 -0.011 -1.68 -2.13 -0.92
N -1.019 -0.304 -0.100 -2.97 0.21 -0.03
F 3.116 1.156 -0.344 -1.14 -0.86 0.21
Cl -2.969 1.336 -0.070 -0.10 -0.31 -0.02
H 0.243 -1.837 0.194 0.63 -2.80 0.25
H -1.791 -1.063 -0.269 1.59 1.94 0.36
```
Positions in Å, forces in eV/Å.

Results
E_LUMO = -0.81 eV
Relative energy (zero: lowest compared OMol25 entry of this formula, charge and spin) = 4.1613 eV
HOMO = -8.67 eV

Let us look at the Mulliken charges, expressed in e, one per atom: C -0.09; C -0.04; C -0.23; N 0.01; N -0.11; F -0.16; Cl -0.11; H 0.41; H 0.33

Density functional theory data (ωB97M-V/def2-TZVPD) for C3H2ClN in the gas phase.

XYZ file:
```
7
Properties=species:S:1:pos:R:3:forces:R:3
C -0.491 0.083 -0.121 4.54 -1.97 1.58
C 0.698 -0.156 -0.701 0.63 0.45 -0.61
C -0.555 -0.097 1.330 -0.04 1.99 4.38
H 0.938 -0.167 -1.787 -0.98 0.25 0.77
H 1.603 -0.184 -0.147 0.40 -0.59 0.92
N -0.500 0.049 2.519 -0.35 -1.11 -5.16
Cl -1.694 0.473 -1.092 -4.19 0.97 -1.89
```
Positions in Å, forces in eV/Å.

Results
SMILES = C=C(Cl)C#N
E_LUMO = -0.10 eV
Relative energy (zero: lowest compared OMol25 entry of this formula, charge and spin) = 0.9451 eV
HOMO = -10.03 eV

Let us look at the Mulliken charges, expressed in e, one per atom: C 0.47; C -0.69; C 0.22; H 0.28; H 0.28; N -0.39; Cl -0.16